No. 1
{
  "formula": "C3H2I2",
  "method": "ωB97M-V with the def2-TZVPD basis set",
  "symbols": ["C", "C", "C", "I", "I", "H", "H"],
  "xyz": [[0.046998, 0.393450, -0.085075], [1.804105, 1.065194, -0.176459], [-1.011808, -0.505695, 0.448208], [3.200027, -0.386337, -0.282378], [-2.975021, -0.310108, -0.335046], [-0.220524, 1.222075, -0.651321], [-0.843777, -1.478577, 1.082068]],
  "forces_ev_per_angstrom": [[-0.628, -2.825, 2.519], [-3.381, -1.544, 0.876], [4.722, 1.399, -1.487], [0.205, -0.485, 0.003], [0.776, -0.003, 0.440], [-1.489, 1.156, -1.111], [-0.205, 2.302, -1.241]],
  "lowdin_charge": [-0.288, -0.548, -0.655, 0.760, 0.718, -0.037, 0.050],
  "e_tot_ha": -710.64368,
  "orbital_gap_ev": [7.2, 7.2],
  "charge": 0,
  "e_above_lowest_kcal_mol": 103.7
}



No. 2
{
  "formula": "C40H44BClN8O8S2Tl",
  "method": "ωB97M-V with the def2-TZVPD basis set",
  "symbols": ["Tl", "O", "C", "O", "C", "C", "C", "N", "C", "C", "C", "O", "O", "H", "H", "H", "C", "N", "C", "C", "N", "B", "N", "C", "C", "N", "C", "C", "S", "C", "S", "H", "H", "H", "H", "H", "H", "H", "H", "H", "H", "H", "H", "C", "C", "O", "C", "C", "C", "C", "C", "C", "O", "H", "H", "H", "H", "H", "H", "H", "O", "C", "C", "C", "C", "C", "C", "O", "C", "C", "C", "C", "C", "C", "Cl", "C", "C", "C", "N", "C", "N", "C", "N", "H", "H", "H", "H", "H", "H", "H", "H", "H", "H", "H", "H", "H", "H", "H", "H", "H", "H", "H", "H", "H", "H"],
  "xyz": [[9.727520, 10.668796, 12.129280], [8.032218, 6.164426, 17.696875], [7.123825, 6.334558, 16.873836], [5.954657, 5.982350, 16.739473], [7.610172, 7.208372, 15.733572], [8.932347, 6.911884, 15.244158], [9.414487, 7.642735, 14.179253], [8.775753, 8.656496, 13.613901], [7.587808, 9.000280, 14.130099], [6.942488, 8.232608, 15.118917], [6.888040, 10.212595, 13.543651], [5.832122, 10.599179, 14.105260], [7.408269, 10.754106, 12.559732], [9.520926, 6.124461, 15.736278], [10.331176, 7.367592, 13.639663], [5.907536, 8.504908, 15.370978], [5.671792, 9.629732, 10.101100], [6.677042, 10.260810, 9.223200], [6.456519, 11.345200, 8.384089], [7.625491, 11.629580, 7.762539], [8.618166, 10.790005, 8.258984], [10.136373, 10.764514, 7.804064], [10.888669, 12.108009, 8.281349], [10.826960, 13.329349, 7.605019], [11.380718, 14.270565, 8.394879], [11.903919, 13.638274, 9.515563], [12.543684, 14.301415, 10.672239], [11.618343, 12.261474, 9.392137], [12.328887, 11.042953, 10.350638], [8.029759, 9.957949, 9.143441], [8.737252, 8.633076, 9.926608], [4.709159, 9.618675, 9.609098], [5.615647, 10.149277, 11.052863], [6.021833, 8.623887, 10.328160], [5.455290, 11.812335, 8.329489], [7.836555, 12.378698, 6.988308], [10.698956, 9.799742, 8.303422], [10.209166, 10.679016, 6.589713], [10.360450, 13.392172, 6.627823], [11.474947, 15.328058, 8.254113], [13.165461, 15.129377, 10.320849], [13.176670, 13.571747, 11.186795], [11.796240, 14.653687, 11.380065], [7.289137, 13.315554, 15.015766], [8.237408, 13.236342, 13.832122], [9.410692, 12.746279, 13.932098], [7.742370, 13.845591, 12.556925], [6.572937, 14.637667, 12.608149], [6.053565, 15.287469, 11.495399], [6.760352, 15.231935, 10.289936], [7.900786, 14.464424, 10.149483], [8.403818, 13.686238, 11.231611], [9.353209, 12.856691, 10.983475], [7.662881, 12.671726, 15.820394], [6.306697, 12.962555, 14.701503], [7.243675, 14.337812, 15.404490], [6.124988, 14.731629, 13.584044], [5.146650, 15.865191, 11.589655], [6.385226, 15.812697, 9.455836], [8.447959, 14.354172, 9.222094], [11.926693, 7.373491, 10.876596], [11.661715, 8.119386, 11.688253], [11.860293, 14.390599, 19.176295], [12.109945, 13.287195, 18.107137], [10.808858, 13.026051, 17.314098], [12.511483, 11.999357, 18.833688], [13.333682, 13.775679, 17.165448], [14.434959, 13.868232, 18.108168], [13.211549, 15.213373, 16.501117], [12.374798, 15.518559, 15.268959], [11.030764, 16.179773, 15.411522], [10.156984, 16.084726, 14.314384], [8.902311, 16.713348, 14.347315], [8.437438, 17.312181, 15.517431], [6.796310, 17.850420, 15.663166], [9.320475, 17.392726, 16.612733], [10.638264, 16.938828, 16.535458], [13.841831, 12.694971, 16.143156], [12.929012, 11.819335, 15.428876], [12.268066, 11.854911, 14.274014], [11.753967, 10.686040, 13.950042], [12.136434, 9.900132, 14.993232], [12.882486, 10.494410, 15.899912], [11.046499, 14.094035, 19.852080], [11.518334, 15.320476, 18.737536], [12.765884, 14.584012, 19.756979], [10.000475, 12.796690, 18.013167], [10.919262, 12.147719, 16.667815], [10.493450, 13.866907, 16.693958], [11.722088, 11.648940, 19.511510], [13.402434, 12.157474, 19.429548], [12.685992, 11.179293, 18.147860], [14.875596, 14.732302, 18.014257], [14.245399, 15.448765, 16.213389], [13.008574, 15.900534, 17.317662], [12.159529, 14.601698, 14.696731], [12.993036, 16.154682, 14.607718], [10.456510, 15.523405, 13.425760], [8.222447, 16.667121, 13.475433], [8.974844, 17.859450, 17.549074], [11.347467, 17.157867, 17.323780], [14.540313, 12.035670, 16.678040], [14.399842, 13.260350, 15.350256], [12.118582, 12.772681, 13.703757], [11.929069, 8.819839, 15.109799]],
  "forces_ev_per_angstrom": [[-0.700, -0.286, -0.699], [-0.114, -0.706, 1.009], [0.326, 0.990, -0.743], [-0.878, -0.708, 0.634], [2.499, -0.574, -0.966], [-1.013, 0.405, 0.352], [0.971, -1.094, -0.449], [-0.523, 1.553, 0.341], [-0.153, -0.613, 0.003], [-0.617, 1.094, -0.571], [-2.223, -0.604, 2.999], [1.296, -0.543, -0.978], [1.778, 1.571, -2.357], [-0.387, 0.431, -0.369], [-0.147, 0.024, 0.623], [0.653, -0.178, 0.020], [0.979, 0.057, -0.009], [1.048, 0.574, -0.262], [-0.962, -0.157, 0.199], [0.449, 0.413, -0.118], [-0.602, 0.203, -0.133], [0.691, -0.521, 0.051], [0.061, -0.134, -0.722], [-0.669, -0.783, 0.562], [0.494, -0.094, 0.557], [-0.207, -1.166, -0.187], [-0.055, -0.647, -0.663], [0.255, 1.932, -0.170], [-1.204, -0.013, 1.192], [-1.129, 0.018, -0.278], [0.625, 0.509, 1.261], [-0.099, -0.020, -0.196], [-0.025, 0.284, 0.000], [-0.125, -0.021, -0.185], [0.961, -0.401, -0.094], [-0.100, -0.470, 0.628], [-0.386, 0.649, -0.179], [-0.214, 0.408, 0.174], [0.073, 0.063, 0.365], [0.067, 0.187, -0.032], [-0.173, -0.110, 0.010], [-0.125, 0.052, -0.236], [-0.201, 0.057, -0.088], [0.760, -0.582, 0.176], [1.500, 0.035, -1.055], [-2.343, 0.431, -0.231], [0.656, -0.011, -0.907], [0.586, -0.356, -0.391], [0.418, -0.131, 0.648], [0.171, -0.100, -0.025], [-0.254, -0.020, 0.513], [-1.076, -0.217, 1.566], [0.685, -0.901, 0.659], [-0.048, 0.092, -0.225], [0.039, 0.030, 0.169], [-0.044, -0.019, -0.145], [-0.415, 0.179, -0.140], [-0.029, 0.092, -0.057], [0.045, -0.079, -0.149], [-0.136, 0.129, -0.113], [-0.215, 0.761, 0.892], [0.303, -0.876, -0.985], [-0.118, -0.449, -0.211], [0.017, 0.755, -0.455], [0.398, -0.214, -0.011], [-0.131, -0.047, 0.124], [-0.781, -0.228, 0.700], [0.254, 0.690, -0.611], [0.645, -0.798, 0.741], [-0.050, -0.354, -0.615], [-0.476, 0.628, 0.089], [-0.358, 0.581, 0.627], [-0.540, -0.337, -0.523], [1.496, -0.655, 0.495], [0.136, 0.061, -0.068], [-0.429, 0.721, 0.322], [-0.502, -0.646, -1.146], [0.544, 1.298, -0.748], [0.131, -2.245, 0.686], [-0.146, 1.260, -0.383], [-0.475, 0.078, 0.289], [0.444, -1.109, 0.619], [-0.582, 1.056, -0.998], [0.297, -0.190, -0.091], [-0.006, 0.220, -0.232], [-0.153, -0.064, -0.010], [0.040, 0.082, 0.001], [-0.155, 0.235, 0.137], [0.026, 0.060, 0.030], [-0.021, 0.314, -0.151], [0.191, 0.005, 0.099], [0.110, -0.094, -0.171], [-0.311, -0.558, -0.013], [0.020, -0.186, 0.053], [-0.207, 0.127, 0.055], [0.342, 0.177, 0.145], [-0.269, -0.260, 0.161], [-0.167, 0.150, 0.248], [0.551, -0.078, 0.546], [0.152, -0.158, -0.592], [-0.222, -0.189, 0.138], [-0.357, 0.287, -0.264], [-0.167, -0.512, 0.713], [0.106, -0.440, 0.116], [-0.075, 0.943, -0.339]],
  "lowdin_charge": [0.956, -0.035, -0.741, -0.011, -0.091, 0.025, -0.172, 0.051, -0.164, 0.063, -0.622, 0.017, -0.106, 0.122, 0.068, 0.137, -0.009, -0.091, -0.053, -0.068, 0.005, -0.426, 0.004, -0.064, -0.066, -0.099, -0.024, -0.731, 0.657, -0.740, 0.686, 0.087, 0.079, 0.065, 0.133, 0.124, 0.039, 0.067, 0.119, 0.114, 0.089, 0.054, 0.075, -0.006, -0.346, -0.068, -0.084, -0.059, -0.103, -0.097, -0.025, -0.337, -0.155, 0.096, 0.080, 0.082, 0.096, 0.090, 0.096, 0.092, 0.058, -0.070, -0.041, -0.469, -0.020, -0.049, -0.362, -0.052, -0.111, -0.138, -0.224, -0.025, -0.095, -0.678, 0.658, -0.097, -0.037, -0.040, -0.088, -0.170, 0.053, -0.185, 0.122, 0.091, 0.050, 0.084, 0.093, 0.071, 0.074, 0.096, 0.080, 0.055, 0.101, 0.114, 0.094, 0.093, 0.131, 0.110, 0.109, 0.109, 0.099, 0.136, 0.144, 0.125, 0.126],
  "e_tot_ha": -4044.63747,
  "orbital_gap_ev": [4.4, 4.4],
  "charge": -1,
  "e_above_lowest_kcal_mol": 0.0
}



No. 3
{
  "formula": "C12H14NO",
  "method": "ωB97M-V with the def2-TZVPD basis set",
  "symbols": ["C", "C", "C", "C", "C", "C", "C", "C", "C", "C", "C", "C", "N", "O", "H", "H", "H", "H", "H", "H", "H", "H", "H", "H", "H", "H", "H", "H"],
  "xyz": [[-3.170520, -0.701850, 0.161267], [-2.332893, -1.773648, 0.491374], [-2.631519, 0.413971, -0.461191], [-1.035796, -1.724892, 0.228571], [-1.188738, 0.657023, -0.559978], [-0.379769, -0.632911, -0.478290], [2.285169, -0.120200, 1.314124], [1.507754, 0.880268, 1.064721], [-0.719951, 1.578104, 0.687016], [0.684595, 1.863893, 0.683903], [2.551934, -1.324391, 0.504719], [0.872130, -0.496515, -0.999329], [1.410025, 0.728522, -1.702927], [1.922976, -1.259834, -0.871558], [-4.284406, -0.761360, 0.324658], [-2.664929, -2.604438, 1.002102], [-3.226308, 1.290959, -0.757711], [-0.742791, -2.687751, 0.340820], [-0.896341, 1.283193, -1.442856], [2.794118, -0.195643, 2.359361], [-1.387918, 2.490849, 0.737096], [-0.960149, 1.044721, 1.561894], [0.965030, 2.887538, 0.436350], [3.569785, -1.415074, 0.309859], [2.353759, -2.351871, 0.751841], [1.023914, 1.555241, -1.344507], [1.212767, 0.758018, -2.750844], [2.468069, 0.618086, -1.590479]],
  "forces_ev_per_angstrom": [[-1.779, 3.222, -1.513], [0.350, 1.995, 0.020], [-1.771, -0.478, 1.026], [0.526, 1.209, -1.148], [1.191, -0.034, -0.068], [0.284, 1.641, -1.194], [0.728, -0.960, 3.286], [-0.442, 1.760, -1.006], [-2.948, 0.886, -0.254], [1.890, -0.213, 1.218], [-0.973, -0.226, -2.434], [-1.032, -0.239, 0.811], [0.737, -1.836, -3.068], [1.625, -1.510, 0.985], [1.414, 0.104, -0.259], [-1.035, -1.725, 0.756], [-0.145, -0.721, 0.214], [2.786, -2.429, 0.303], [-0.775, -0.726, 0.413], [-1.073, 0.204, -1.726], [0.870, -0.873, -0.383], [-0.523, -0.956, 1.068], [0.620, -0.349, -0.242], [2.054, 0.340, -0.646], [-0.978, -0.054, 1.520], [-0.077, 1.743, 1.004], [0.248, -0.431, 1.358], [-1.773, 0.656, -0.042]],
  "lowdin_charge": [-0.045, -0.071, -0.031, 0.000, -0.225, -0.069, -0.047, -0.006, -0.132, -0.134, -0.072, -0.315, 0.253, -0.032, 0.135, 0.102, 0.126, 0.090, 0.148, 0.173, 0.152, 0.116, 0.134, 0.105, 0.136, 0.080, 0.210, 0.217],
  "e_tot_ha": -595.21894,
  "orbital_gap_ev": 8.0,
  "charge": 1,
  "e_above_lowest_kcal_mol": 74.1,
  "smiles": "[NH3+]/C1=C2/C=CC=C[C@H]2CC=C=CCO1"
}



No. 4
{
  "formula": "C10H18Cl6O2",
  "method": "ωB97M-V with the def2-TZVPD basis set",
  "symbols": ["O", "C", "O", "C", "C", "C", "H", "H", "H", "H", "H", "H", "Cl", "C", "C", "Cl", "H", "H", "H", "H", "Cl", "C", "C", "Cl", "H", "H", "H", "H", "Cl", "C", "C", "Cl", "H", "H", "H", "H"],
  "xyz": [[-4.193378, 0.660969, -1.975660], [-4.516234, -0.340246, -1.413470], [-3.600478, -1.279560, -1.049068], [-4.245740, -2.495993, -0.659332], [-5.673931, -2.365270, -1.217795], [-5.911556, -0.866887, -1.092085], [-4.291297, -2.576860, 0.426955], [-3.771279, -3.362025, -1.110221], [-6.391496, -2.978828, -0.673507], [-5.698032, -2.693340, -2.257640], [-6.143198, -0.560537, -0.071131], [-6.612582, -0.462092, -1.814214], [5.955722, 0.240594, -0.293019], [4.510273, -0.631811, -0.861201], [4.932290, -2.002632, -1.331209], [3.637230, -2.737634, -2.331771], [4.021379, -0.067567, -1.648144], [3.810527, -0.745444, -0.038290], [5.160284, -2.663447, -0.499619], [5.797426, -1.970479, -1.986961], [1.357306, 0.518174, 0.026870], [0.058108, 1.510951, -0.671521], [-1.308987, 1.114937, -0.191126], [-1.520294, 1.461303, 1.547750], [0.097583, 1.411885, -1.755805], [0.304265, 2.543194, -0.429669], [-1.418355, 0.040120, -0.328942], [-2.116329, 1.594354, -0.736214], [2.568894, 3.256628, 4.742499], [3.862901, 2.595772, 3.715388], [3.329537, 2.190689, 2.366318], [2.852356, 3.573386, 1.356165], [4.150773, 1.672941, 4.217870], [4.678695, 3.308078, 3.678982], [2.401533, 1.639652, 2.544914], [3.926070, 1.467017, 1.813916]],
  "forces_ev_per_angstrom": [[0.044, 0.305, 0.256], [-0.189, -0.429, -0.272], [0.284, -0.101, -0.008], [-1.185, -0.112, -0.215], [-0.068, -0.161, 0.419], [0.608, 0.023, -0.533], [0.341, 0.006, 0.034], [0.506, 0.163, 0.158], [0.057, 0.047, 0.068], [0.012, 0.176, -0.057], [-0.219, -0.029, -0.024], [-0.156, 0.129, 0.198], [-0.067, 0.125, 0.119], [-0.189, -0.395, 0.032], [0.214, -0.204, -0.503], [-0.078, -0.027, 0.257], [0.170, 0.120, -0.047], [0.059, 0.207, 0.084], [-0.127, -0.039, 0.005], [0.061, 0.191, 0.071], [-0.055, -0.224, -0.016], [-0.088, 0.761, -0.350], [0.157, -0.665, 0.140], [-0.069, 0.020, 0.013], [0.066, -0.180, 0.030], [-0.059, -0.013, 0.102], [-0.165, 0.034, 0.119], [0.137, 0.229, -0.063], [-0.083, 0.289, 0.052], [0.032, -0.603, -0.069], [-1.254, -0.510, 0.216], [0.282, 0.033, -0.145], [0.357, 0.126, 0.003], [0.054, 0.017, -0.007], [-0.002, 0.162, 0.003], [0.612, 0.532, -0.069]],
  "lowdin_charge": [0.126, -0.478, 0.005, -0.150, -0.156, -0.070, 0.127, 0.124, 0.115, 0.119, 0.133, 0.124, 0.561, -0.701, -0.665, 0.536, 0.058, 0.026, 0.073, 0.057, 0.597, -0.640, -0.661, 0.540, 0.080, 0.056, 0.055, 0.063, 0.544, -0.655, -0.703, 0.540, 0.070, 0.069, 0.035, 0.046],
  "e_tot_ha": -3303.48254,
  "orbital_gap_ev": 11.1,
  "charge": 0,
  "e_above_lowest_kcal_mol": 0.0,
  "smiles": "O=C1CCCO1.ClCCCl.ClCCCl.ClCCCl"
}